Entry 1
Molecular formula: C6H8N
Method: DFT, ωB97M-V/def2-TZVPD

Positions of all 15 atoms, in Å:
C -2.21 0.27 0.08
C -0.93 1.01 0.30
C -0.02 0.80 -0.73
C 1.37 0.53 -0.23
N 0.99 -0.87 0.24
C -0.26 -0.73 -0.59
C -1.73 -0.93 -0.22
H -3.26 0.48 0.21
H -0.63 1.28 1.39
H -0.09 1.30 -1.78
H 2.26 0.44 -0.81
H 1.73 0.96 0.74
H 1.65 -1.53 -0.17
H 0.78 -1.07 1.30
H -2.36 -1.77 -0.28

As for the total charge: +1. Its spin multiplicity is 1. The value obtained for the HOMO-LUMO gap (spin up / spin down) is 8.44 / 7.18 eV. As for the LUMO energy (spin up / spin down): -4.496 / -5.044 eV. As for the SMILES: C1=C[C@H]2C[NH2+]C2=C1. The HOMO energy (spin up / spin down) comes out at -12.93 / -12.23 eV.

***

Entry 2
Molecular formula: C6H8N
Method: DFT, ωB97M-V/def2-TZVPD

Positions of all 15 atoms, in Å:
C 2.06 -0.08 0.49
C 1.49 1.14 0.59
C 0.02 0.80 0.68
N -0.97 0.69 -0.52
C -1.42 -0.74 -0.45
C -0.05 -1.49 -0.36
C 0.82 -0.87 0.36
H 3.09 -0.17 0.51
H 1.72 2.21 0.60
H -0.42 0.68 1.70
H -0.53 1.14 -1.36
H -1.83 1.23 -0.37
H -1.94 -1.17 -1.36
H -2.07 -0.96 0.47
H 0.01 -2.40 -0.98

As for the total charge: +1. Its spin multiplicity is 1. The value obtained for the HOMO-LUMO gap is 9.59 eV. As for the LUMO energy: -4.103 eV. As for the SMILES: C1=C[C@H]2[NH2+]CC=C12. The HOMO energy comes out at -13.70 eV.

***

Which is the most stable structure? entry 2 is the most stable.